1.
{
  "formula": "C23H28N2O8S2",
  "method": "ωB97M-V with the def2-TZVPD basis set",
  "species": ["N", "C", "C", "N", "C", "C", "C", "C", "C", "C", "S", "C", "C", "C", "S", "O", "O", "C", "C", "C", "C", "H", "H", "H", "H", "H", "H", "H", "H", "H", "H", "H", "H", "H", "H", "H", "H", "C", "C", "C", "O", "C", "O", "O", "H", "H", "H", "H", "H", "H", "C", "C", "C", "O", "C", "O", "O", "H", "H", "H", "H", "H", "H"],
  "coordinates": [[-1.384201, -3.721766, 4.504519], [-0.751798, -2.362924, 4.260818], [-1.933761, -1.361038, 3.988891], [-1.471668, 0.086393, 3.861963], [-1.146203, 0.244054, 2.449043], [0.285488, 0.247338, 2.096958], [0.757247, 0.351952, 0.726542], [-0.209289, 0.493616, -0.377403], [-1.627354, 0.483388, -0.034754], [-2.097462, 0.364921, 1.350430], [-3.877111, 0.330100, 1.779035], [-3.838836, 1.081434, 3.448471], [-4.965245, 1.867785, 3.984523], [-6.220312, 1.990343, 3.053149], [-7.091025, 0.338280, 3.161713], [-7.141130, -0.297150, 1.841086], [-6.374679, -0.553396, 4.085391], [-4.883190, 2.440189, 5.308407], [-3.690578, 2.256632, 6.153217], [-2.597241, 1.471801, 5.596385], [-2.642227, 0.872320, 4.250297], [-2.262866, -3.675058, 3.967701], [-1.679178, -3.674929, 5.489402], [-0.081416, -2.518417, 3.370915], [-0.180694, -2.128718, 5.197743], [-2.610384, -1.377879, 4.891184], [-2.465522, -1.697100, 3.060852], [1.066236, 0.150534, 2.894098], [1.838962, 0.343843, 0.460805], [0.136679, 0.571041, -1.434785], [-2.358136, 0.576534, -0.873159], [-6.925433, 2.737385, 3.506599], [-5.937816, 2.237775, 2.000751], [-8.366996, 0.507508, 3.698628], [-5.737787, 3.021258, 5.719676], [-3.654518, 2.677761, 7.186923], [-1.683883, 1.283219, 6.216684], [3.586918, -3.474701, -3.502600], [2.580340, -2.410889, -3.126227], [2.171064, -1.561674, -4.294761], [1.808646, -0.331915, -3.667215], [2.577294, -0.236256, -2.548954], [2.731349, 0.767768, -1.922556], [3.145886, -1.434442, -2.242871], [3.867317, -4.070505, -2.632075], [3.178075, -4.142343, -4.263081], [4.504341, -3.023970, -3.887721], [1.718139, -2.867825, -2.629769], [1.337469, -1.987171, -4.852732], [2.995703, -1.362977, -4.983158], [4.258389, 2.922343, -5.566759], [5.062500, 1.660114, -5.352234], [6.307909, 1.616220, -6.192806], [6.520838, 0.214853, -6.347918], [5.290321, -0.365053, -6.306066], [5.058402, -1.480507, -6.654446], [4.359494, 0.499940, -5.813122], [3.360169, 2.921207, -4.946956], [4.850482, 3.805143, -5.318232], [3.927615, 3.001484, -6.605008], [5.281675, 1.530498, -4.287651], [7.157988, 2.098978, -5.711890], [6.165004, 2.052649, -7.185888]],
  "atomic_forces_ev_per_a": [[-0.27, 1.35, 0.27], [-0.63, -0.87, -0.14], [1.11, -0.33, 1.05], [-2.14, -0.80, -1.44], [2.12, 0.68, -2.48], [-0.76, 0.09, -1.29], [-2.20, 0.16, -0.24], [-0.75, -0.55, 2.78], [1.10, -0.01, 0.75], [1.63, 0.11, 0.38], [0.88, 0.59, 0.46], [1.00, 0.45, 1.33], [1.37, -0.44, -0.13], [0.31, 0.29, 1.92], [2.04, -3.59, -0.98], [-0.96, 1.85, 0.81], [-1.13, 1.93, 0.05], [1.39, -0.86, -0.16], [-0.35, -1.22, -2.62], [-1.19, 0.27, -0.60], [-1.48, 2.14, 1.57], [0.40, -0.52, 0.32], [-0.05, -0.37, -0.55], [-0.48, 0.68, 0.93], [-0.32, 0.18, -1.14], [0.55, -0.23, -1.04], [0.20, 0.30, 0.89], [-1.07, 0.12, -0.65], [-1.00, 0.02, 0.49], [-0.45, 0.01, 1.11], [0.52, -0.07, 0.99], [0.57, -0.55, -0.63], [-0.50, -0.50, 0.82], [0.71, 0.44, -0.46], [0.68, -0.51, -0.48], [0.03, -0.44, -1.16], [-0.92, 0.21, -0.77], [0.35, 0.00, 0.39], [0.35, -0.85, -0.36], [-0.26, -0.19, -0.52], [0.27, 0.19, 0.46], [0.05, 0.09, 0.09], [-0.02, -0.24, -0.13], [-0.29, 0.63, -0.09], [-0.11, -0.02, -0.04], [-0.04, 0.07, 0.04], [-0.14, 0.05, -0.11], [-0.02, 0.16, 0.01], [-0.10, 0.24, 0.11], [0.01, -0.14, 0.06], [-0.51, -0.14, 0.00], [-0.30, 1.01, 0.08], [0.43, 0.22, 0.09], [-0.42, -0.24, -0.07], [0.04, -0.28, -0.09], [-0.03, 0.24, 0.22], [0.45, -0.41, -0.20], [0.11, 0.02, 0.06], [0.03, -0.09, 0.03], [0.15, -0.03, 0.01], [0.06, -0.10, -0.08], [0.06, -0.26, -0.03], [-0.11, 0.06, 0.08]],
  "mulliken_charge": [-0.703, -0.545, -0.413, 0.027, -0.439, -0.441, -0.397, -0.473, -0.801, 0.931, -0.194, 0.803, 0.622, -1.117, 0.887, -0.577, -0.526, -0.675, -0.765, -0.345, -0.273, 0.314, 0.284, 0.256, 0.316, 0.407, 0.300, 0.350, 0.407, 0.371, 0.326, 0.502, 0.383, 0.164, 0.316, 0.346, 0.365, -1.391, 0.490, -0.014, -0.299, 0.708, -0.573, -0.379, 0.366, 0.377, 0.300, 0.275, 0.353, -0.182, -1.478, 0.567, -0.543, -0.328, 0.640, -0.536, -0.336, 0.342, 0.393, 0.365, 0.243, 0.333, 0.312],
  "smiles": "NCCN1c2ccccc2Sc2c(C[SH](=O)=O)cccc21.C[C@@H]1COC(=O)O1.C[C@@H]1COC(=O)O1",
  "total_energy_ha": -2400.937078,
  "orbital_gap_ev": 8.207,
  "largest_force_ev_per_a": 4.25
}

=====

2.
{
  "formula": "C23H28N3O4STe2V",
  "method": "ωB97M-V with the def2-TZVPD basis set",
  "species": ["V", "Te", "C", "C", "C", "C", "C", "C", "H", "H", "H", "H", "H", "C", "C", "S", "O", "O", "C", "C", "N", "C", "N", "C", "C", "N", "O", "O", "C", "H", "H", "H", "H", "H", "H", "H", "H", "H", "H", "H", "H", "H", "C", "Te", "C", "C", "C", "C", "C", "C", "C", "H", "H", "H", "H", "H", "H", "H", "H", "C", "H", "H"],
  "coordinates": [[0.465328, -2.168259, -0.038174], [-0.839621, -3.768334, 1.479727], [0.342617, -3.929323, 3.239295], [1.614573, -3.380586, 3.303041], [2.378537, -3.495709, 4.450407], [1.870649, -4.154438, 5.557390], [0.593347, -4.687299, 5.508511], [-0.162451, -4.580725, 4.355087], [2.011070, -2.864966, 2.430014], [3.372175, -3.068963, 4.479394], [2.462838, -4.247992, 6.455269], [0.182465, -5.188959, 6.374321], [-1.151942, -5.013427, 4.315716], [1.092081, 7.489220, 3.348658], [0.986564, 5.983038, 3.309641], [0.764277, 5.436463, 1.579911], [-0.049268, 6.375857, 0.868210], [2.053289, 5.130228, 1.010985], [-0.130995, 3.841042, 1.702800], [-0.121353, 3.248552, 0.302689], [-0.411626, 1.835149, 0.289417], [0.471804, 0.815224, 0.141864], [-0.152235, -0.356324, 0.139529], [-1.477596, -0.111928, 0.304540], [-1.665542, 1.253414, 0.407723], [-2.881238, 1.901346, 0.574467], [-2.898246, 3.132650, 0.732778], [-3.886321, 1.178370, 0.559599], [1.945435, 0.938186, 0.012744], [1.173087, 7.847650, 4.372479], [0.207473, 7.920318, 2.889507], [1.963427, 7.816890, 2.788768], [0.119170, 5.625816, 3.855294], [1.887618, 5.494561, 3.665061], [-1.146190, 4.031449, 2.043344], [0.429036, 3.220811, 2.397684], [0.868680, 3.413172, -0.131511], [-0.874405, 3.766263, -0.294872], [-2.236586, -0.870305, 0.387744], [2.247995, 1.893399, -0.410621], [2.307902, 0.121261, -0.616853], [2.417716, 0.834114, 0.992824], [-0.745474, -3.854972, -3.883643], [-1.044220, -2.534002, -2.184634], [-0.572900, -1.080404, -3.719603], [-1.192097, -1.666343, -4.949926], [-1.688898, -0.881304, -5.976162], [-2.307610, -1.475632, -7.064538], [-2.407620, -2.853726, -7.137554], [-1.889872, -3.647669, -6.126156], [-1.288807, -3.057377, -5.027312], [-1.269027, -4.799600, -3.747531], [0.321321, -4.060849, -4.007393], [0.515529, -1.000477, -3.819065], [-0.983679, -0.100782, -3.474654], [-1.618225, 0.195452, -5.909050], [-2.721469, -0.855873, -7.846411], [-2.905660, -3.313908, -7.976593], [-1.974169, -4.724042, -6.183348], [2.162872, -2.800310, -0.036793], [2.351297, -3.877679, -0.166546], [3.115172, -2.267407, 0.102510]],
  "atomic_forces_ev_per_a": [[0.77, -2.73, -0.24], [-0.34, -0.49, 0.61], [-0.10, 0.15, -0.16], [0.21, 0.24, -0.34], [0.03, -0.03, 0.10], [0.04, 0.02, 0.12], [0.03, -0.07, 0.15], [-0.22, -0.10, -0.11], [-0.04, -0.14, 0.17], [0.06, 0.01, 0.00], [0.06, 0.00, 0.10], [-0.01, -0.05, 0.03], [-0.10, -0.03, 0.05], [-0.04, 0.13, -0.19], [-0.18, -0.26, -0.67], [0.23, -0.52, 0.47], [-0.60, 0.21, 0.06], [0.27, -0.18, 0.20], [0.35, 0.76, -0.05], [0.21, 0.75, -0.20], [-0.27, -0.54, 0.12], [0.07, 0.69, -0.07], [-0.69, 2.26, 0.21], [-0.72, 1.19, 0.32], [1.50, -1.70, -0.38], [-2.24, 0.72, 0.28], [0.02, -1.26, -0.19], [1.19, 1.03, 0.04], [-0.01, 0.04, 0.01], [0.03, -0.06, 0.04], [-0.03, 0.17, 0.01], [0.08, 0.13, -0.01], [-0.14, -0.11, 0.11], [0.05, -0.19, 0.02], [0.07, -0.01, 0.14], [0.03, -0.05, 0.15], [-0.22, -0.16, -0.06], [0.25, -0.12, -0.04], [0.08, -0.11, -0.03], [0.02, -0.03, -0.02], [-0.01, 0.05, 0.04], [-0.01, 0.00, -0.02], [0.25, -0.21, 0.34], [-0.27, 0.04, -1.23], [0.09, 0.09, 0.20], [-0.08, -0.07, -0.09], [-0.05, -0.03, 0.02], [0.02, 0.08, -0.06], [-0.02, -0.04, -0.09], [-0.02, 0.04, 0.00], [-0.03, 0.18, 0.01], [-0.01, 0.09, 0.12], [-0.07, 0.08, 0.19], [-0.15, -0.06, 0.19], [0.01, -0.08, 0.02], [-0.01, 0.08, -0.01], [-0.03, 0.01, -0.07], [-0.03, -0.05, -0.11], [-0.01, -0.07, 0.01], [1.09, 0.07, -0.37], [-0.13, 0.18, 0.05], [-0.19, 0.06, 0.08]],
  "mulliken_charge": [0.583, -0.011, -0.070, -0.028, -0.662, -0.373, -0.544, -0.373, 0.341, 0.365, 0.365, 0.348, 0.335, -1.229, -0.448, 1.228, -0.670, -0.672, -0.566, -1.495, 0.446, 0.531, 0.182, -0.839, -0.286, 1.039, -0.630, -0.612, -1.330, 0.369, 0.356, 0.346, 0.391, 0.370, 0.540, 0.480, 0.564, 0.298, 0.645, 0.428, 0.258, 0.270, -1.175, 0.286, -1.174, 0.857, -0.797, -0.541, -0.549, -0.728, 0.689, 0.503, 0.367, 0.398, 0.508, 0.418, 0.392, 0.387, 0.424, -1.000, 0.242, 0.256],
  "total_energy_ha": -3236.440403,
  "s_squared": 2.108,
  "orbital_gap_ev": [5.061, 5.480],
  "spin_multiplicity": 3,
  "largest_force_ev_per_a": 2.85,
  "relative_energy_ev": 1.385
}

=====

3.
{
  "formula": "C23H28N3O6S",
  "method": "ωB97M-V with the def2-TZVPD basis set",
  "species": ["O", "C", "C", "C", "C", "C", "C", "S", "O", "O", "N", "C", "C", "O", "C", "C", "C", "N", "C", "C", "N", "C", "C", "C", "C", "C", "C", "C", "O", "C", "O", "C", "C", "H", "H", "H", "H", "H", "H", "H", "H", "H", "H", "H", "H", "H", "H", "H", "H", "H", "H", "H", "H", "H", "H", "H", "H", "H", "H", "H", "H"],
  "coordinates": [[-0.184813, -2.598942, 3.456003], [0.577871, -1.878776, 2.860935], [0.571705, -0.387528, 2.922538], [0.907426, 0.389102, 4.022869], [0.881452, 1.773307, 3.920536], [0.540217, 2.393207, 2.726878], [0.160262, 1.608885, 1.656271], [-0.129983, 2.234883, -0.007190], [0.186223, 1.106366, -0.856324], [0.627893, 3.433196, -0.184112], [-1.716026, 2.611851, -0.318307], [-2.199198, 3.825789, 0.301118], [-2.706492, 3.526912, 1.732979], [-2.460707, 2.176326, 2.062114], [-3.136934, 1.297977, 1.192104], [-2.647589, 1.509879, -0.262602], [0.156180, 0.236868, 1.752672], [1.460050, -2.386939, 1.933439], [2.543701, -1.689944, 1.291446], [2.331195, -1.608323, -0.224479], [2.080882, -2.961451, -0.785294], [1.889918, -2.930821, -2.284478], [0.913534, -1.872448, -2.711885], [-0.453432, -2.100260, -2.658108], [-1.374533, -1.096835, -2.956473], [-0.874505, 0.131387, -3.312241], [0.507070, 0.354719, -3.420951], [1.414518, -0.627766, -3.125629], [0.727066, 1.621544, -3.828279], [-0.538578, 2.249781, -3.862878], [-1.534458, 1.271202, -3.616681], [0.954769, -3.617228, -0.074409], [1.271076, -3.719589, 1.419056], [1.204324, -0.085811, 4.945034], [1.153449, 2.373548, 4.774692], [0.575718, 3.465096, 2.619527], [-2.998440, 4.231230, -0.325454], [-1.363352, 4.524429, 0.302746], [-2.174057, 4.113839, 2.481774], [-3.781748, 3.737412, 1.815306], [-2.911702, 0.294391, 1.556256], [-4.220481, 1.466437, 1.262687], [-3.480966, 1.736209, -0.933528], [-2.119333, 0.638369, -0.648372], [-0.157815, -0.338177, 0.896382], [2.634483, -0.680352, 1.691312], [3.479070, -2.227676, 1.504818], [3.218951, -1.188412, -0.699376], [1.483426, -0.962489, -0.468542], [2.914945, -3.529690, -0.597039], [2.864856, -2.731869, -2.732568], [1.555893, -3.924513, -2.589255], [-0.828875, -3.077664, -2.394431], [-2.434850, -1.276330, -2.905158], [2.471112, -0.436315, -3.205056], [-0.700521, 2.699761, -4.851969], [-0.584609, 3.023177, -3.079421], [0.792196, -4.609381, -0.498630], [0.062832, -3.007297, -0.226546], [0.434664, -4.171347, 1.958130], [2.165070, -4.332905, 1.586041]],
  "atomic_forces_ev_per_a": [[-0.25, -0.03, 0.27], [0.17, 0.03, -0.01], [-0.33, 0.36, -0.04], [-0.03, -0.23, -0.10], [0.00, 0.10, -0.07], [0.01, 0.08, 0.04], [0.00, 0.05, -0.63], [0.37, -0.20, -0.45], [-0.32, 0.16, 0.30], [-0.07, 0.31, 0.35], [1.05, -0.20, 0.07], [-0.03, 0.46, 0.24], [-0.20, 0.08, 0.08], [-0.15, 0.01, 0.15], [-0.21, -0.05, 0.05], [-0.22, -0.46, 0.02], [0.02, -0.15, 0.20], [0.19, -0.24, -0.20], [0.12, 0.12, -0.17], [0.21, 0.69, 0.62], [0.31, -0.21, -0.08], [-0.28, 0.16, -0.69], [-0.05, -0.14, 0.01], [0.23, -0.08, 0.05], [-0.12, 0.44, -0.10], [0.64, -0.27, -0.07], [-0.48, -0.51, -0.03], [-0.21, 0.30, -0.19], [0.38, -0.26, 0.03], [-0.20, 1.33, -0.12], [-0.26, -0.43, 0.07], [-0.42, -0.45, 0.63], [-0.29, 0.00, -0.01], [0.03, -0.03, 0.12], [0.05, 0.06, 0.06], [0.03, 0.17, 0.05], [0.11, -0.03, 0.01], [-0.24, 0.15, 0.01], [-0.08, 0.05, -0.08], [0.11, 0.03, 0.04], [-0.09, 0.03, -0.09], [0.08, -0.08, 0.01], [0.10, -0.02, 0.01], [-0.24, -0.08, -0.04], [0.06, -0.17, -0.06], [0.09, -0.10, -0.11], [-0.02, 0.10, 0.00], [-0.03, -0.10, -0.10], [0.06, -0.20, -0.01], [-0.12, 0.08, -0.08], [0.02, -0.08, 0.17], [0.10, 0.01, 0.16], [-0.02, -0.14, 0.03], [-0.17, -0.03, -0.02], [0.22, 0.03, 0.00], [0.05, -0.19, 0.22], [0.01, -0.25, -0.17], [0.09, 0.10, -0.12], [0.12, -0.03, -0.06], [0.14, -0.03, -0.16], [-0.03, -0.02, 0.01]],
  "mulliken_charge": [-0.629, 0.283, -0.448, -0.596, -1.113, -0.370, 0.236, 1.003, -0.199, -0.836, -0.025, -0.730, -0.468, -0.329, -0.794, 0.117, -0.160, 0.159, -1.288, 0.082, 0.069, -1.435, 0.346, -0.328, -1.236, 1.164, 0.499, -0.616, -0.553, -0.280, -0.521, -0.231, -1.393, 0.557, 0.434, 0.648, 0.381, 0.461, 0.334, 0.316, 0.417, 0.252, 0.721, -0.447, 1.054, 0.546, 0.395, 0.551, -0.146, 0.434, 0.439, 0.515, 0.597, 0.524, 0.475, 0.323, 0.235, 0.485, 0.279, 0.538, 0.300],
  "total_charge": 1,
  "smiles": "O=C(c1cccc(S(=O)(=O)N2CCOCC2)c1)N1CC[NH+](Cc2ccc3c(c2)OCO3)CC1",
  "total_energy_ha": -1906.874836,
  "orbital_gap_ev": 8.172,
  "largest_force_ev_per_a": 1.35,
  "relative_energy_ev": 0.000
}